1.
Entry from the Open Molecules 2025 dataset: a 9-piece molecular cluster, C36H86N4O9 overall at a distorted geometry (wB97M-V/def2-TZVPD).

CARTESIAN COORDINATES (ANGSTROEM)
C 5.7864 0.0260 -1.7231
C 4.8649 0.2713 -0.5169
C 5.2769 -0.6419 0.6490
C 4.9823 1.7418 -0.0700
C 4.3634 2.7376 -1.0522
C 2.8770 2.3731 -1.0331
C 2.6528 0.9699 -1.6484
C 1.1672 0.6853 -1.4642
C 2.8512 1.0367 -3.1989
N 3.4571 0.0183 -0.8953
O 3.2693 -1.3182 -1.2979
H 6.8217 -0.1544 -1.4097
H 5.5984 -0.8454 -2.3540
H 5.8887 0.8967 -2.3735
H 5.0637 -1.6775 0.3854
H 6.3087 -0.4233 0.9129
H 4.6471 -0.4847 1.5299
H 4.9881 1.8937 1.0131
H 6.0762 1.8983 -0.1569
H 4.5108 3.7378 -0.6409
H 4.8277 2.6850 -2.0313
H 2.3914 3.1570 -1.6260
H 2.3746 2.4277 -0.0688
H 0.5153 1.4855 -1.8210
H 0.9314 0.5103 -0.4141
H 0.8595 -0.1534 -2.0959
H 2.0660 1.6670 -3.6018
H 2.6597 0.0176 -3.5631
H 3.8704 1.1981 -3.5482
H 3.5806 -1.3744 -2.2193
C -1.2316 -3.5170 2.8722
C -0.5610 -4.8280 2.3397
C 0.9113 -4.7642 2.7616
C -1.2475 -6.0147 3.0437
C -1.0000 -7.4013 2.4271
C -1.1584 -7.3258 0.8792
C -0.4209 -6.1732 0.1830
C 1.0851 -6.4452 0.1434
C -0.9961 -6.0783 -1.2288
N -0.8235 -4.9721 0.9195
O -0.4104 -3.7998 0.2238
H -1.3882 -3.6698 3.9395
H -0.5922 -2.6694 2.6524
H -2.2270 -3.4196 2.4340
H 1.3870 -5.7329 2.6577
H 1.4000 -4.0588 2.0740
H 1.1252 -4.3182 3.7347
H -0.8398 -6.1088 4.0545
H -2.3180 -5.8002 3.0484
H -0.0018 -7.7863 2.6363
H -1.7712 -8.1126 2.7168
H -2.2240 -7.3854 0.6613
H -0.6843 -8.2424 0.5068
H 1.2812 -7.1320 -0.6857
H 1.4279 -6.9303 1.0564
H 1.7686 -5.6095 -0.0089
H -0.8602 -7.0505 -1.7045
H -0.4814 -5.3218 -1.8243
H -2.0432 -5.7776 -1.2299
H -1.1494 -3.1881 0.3480
C 3.2794 6.5100 -1.5233
C 1.8908 6.6613 -0.8780
C 1.8423 7.8228 0.1081
C 0.9254 6.8540 -2.0526
C -0.5355 6.6791 -1.7348
C -0.7616 5.2531 -1.2561
C 0.1270 4.9186 -0.0323
C -0.4616 5.6560 1.1743
C 0.0858 3.4206 0.2537
N 1.5045 5.3642 -0.2872
O 2.4829 4.8703 0.6021
H 4.0469 6.4103 -0.7513
H 3.3065 5.5946 -2.1083
H 3.4886 7.4437 -2.0447
H 0.8170 8.1734 0.2192
H 2.4344 7.5912 0.9921
H 2.3148 8.7189 -0.3144
H 1.1764 7.8303 -2.4840
H 1.1414 6.1506 -2.8649
H -0.8065 7.3299 -0.8923
H -1.0888 7.1443 -2.5533
H -0.5358 4.5345 -2.0531
H -1.8059 5.0443 -1.0138
H -1.3492 5.1760 1.5882
H -0.5273 6.7336 1.0722
H 0.1994 5.4678 2.0386
H 0.1750 2.9140 -0.7145
H -0.8924 3.1993 0.6536
H 0.8861 2.9899 0.8510
H 2.2359 5.2430 1.4677
C -3.7014 -3.1196 -2.4041
C -3.4446 -1.6107 -2.2175
C -2.1634 -1.1358 -2.9008
C -4.6253 -0.7677 -2.7586
C -5.9600 -1.0146 -2.0468
C -5.7829 -0.7802 -0.5181
C -4.5048 -1.3472 0.0972
C -4.2903 -0.4865 1.3388
C -4.7370 -2.8167 0.5378
N -3.3860 -1.1875 -0.8121
O -2.1479 -1.3560 -0.1952
H -2.8797 -3.5950 -1.8642
H -4.6746 -3.4886 -2.0987
H -3.5985 -3.3676 -3.4641
H -2.3355 -1.1551 -3.9788
H -2.0268 -0.0894 -2.6177
H -1.2428 -1.6522 -2.6397
H -4.3442 0.2843 -2.7609
H -4.7585 -1.1330 -3.7856
H -6.7409 -0.3565 -2.4308
H -6.3344 -2.0161 -2.2750
H -6.6723 -1.2989 -0.1482
H -5.9374 0.2919 -0.4007
H -5.1907 -0.3926 1.9447
H -4.0066 0.5422 1.0926
H -3.4631 -0.8353 1.9641
H -5.5048 -3.3439 -0.0332
H -5.1038 -2.9372 1.5646
H -3.8316 -3.4288 0.5445
H -1.7938 -0.4942 0.0739
O 1.3577 -0.6813 4.0553
H 1.4699 -1.4854 3.5342
H 1.4132 0.0591 3.4065
O -1.2799 0.3065 4.2473
H -0.4439 -0.1689 4.4430
H -0.9922 1.2173 4.0975
O -2.4864 3.0928 2.7847
H -2.6484 2.3581 3.3872
H -2.2999 2.6697 1.9383
O -1.1386 0.7947 1.5303
H -1.5312 0.2983 2.2813
H -0.2643 0.4077 1.4064
O 2.0843 1.0925 2.0552
H 1.9251 0.2899 1.5361
H 2.9376 1.4100 1.7297

Electronic energy: -2319.236461 hartree
Multiplicity: 1
ΔE to the lowest compared entry with this formula, charge and spin: 130.87 kJ/mol



2.
Entry from the Open Molecules 2025 dataset: a 10-piece molecular cluster, C36H87NO15 overall (wB97M-V/def2-TZVPD).

CARTESIAN COORDINATES (ANGSTROEM)
C 2.5340 -3.2617 -1.9498
C 2.5860 -2.5141 -3.2590
O 3.2033 -2.8922 -4.2181
N 1.8252 -1.2971 -3.3151
C 0.4316 -1.5682 -3.7047
C -0.4271 -0.3088 -3.6649
C -1.9126 -0.6432 -3.8157
C -2.8148 0.4429 -3.2551
O -2.9960 0.2972 -1.8280
C -3.7103 -0.7413 -1.3907
O -3.4257 -1.3903 -0.4289
O -4.8458 -0.8926 -2.1135
C -5.5290 -2.1237 -1.9387
C -5.0711 -3.2164 -2.8820
O -5.2140 -4.3791 -2.6370
O -4.5545 -2.7469 -4.0318
H 2.7721 -4.3095 -2.1205
H 3.2692 -2.8538 -1.2516
H 1.5454 -3.1606 -1.4974
H 1.8228 -0.8913 -2.3821
H -0.0211 -2.3350 -3.0533
H 0.4441 -1.9770 -4.7189
H -0.2386 0.2535 -2.7449
H -0.1163 0.3248 -4.4976
H -2.1562 -0.7763 -4.8744
H -2.1301 -1.6050 -3.3354
H -3.7752 0.4998 -3.7686
H -2.3248 1.4129 -3.3628
H -6.5806 -1.9247 -2.1585
H -5.4519 -2.4956 -0.9191
H -4.0821 -3.4785 -4.4548
C 5.8046 -5.7609 1.4552
C 5.2853 -4.3404 1.3167
C 4.9107 -3.7489 2.6652
O 4.1524 -4.2893 0.4496
H 5.0418 -6.4040 1.9003
H 6.0616 -6.1739 0.4792
H 6.6882 -5.8037 2.0937
H 6.0405 -3.7180 0.8311
H 4.1242 -4.3446 3.1333
H 4.5262 -2.7355 2.5547
H 5.7762 -3.7344 3.3316
H 3.4457 -4.7821 0.8829
C 2.7549 -9.1342 3.0892
C 4.0067 -9.5080 2.3113
C 4.2342 -11.0105 2.2881
O 5.1471 -8.8301 2.8356
H 2.8468 -9.4571 4.1304
H 2.6091 -8.0537 3.0834
H 1.8689 -9.6079 2.6643
H 3.9180 -9.1401 1.2867
H 4.3678 -11.3874 3.3063
H 5.1307 -11.2520 1.7178
H 3.3856 -11.5315 1.8426
H 5.2758 -9.1195 3.7456
C -2.3639 4.7708 -6.0794
C -2.4887 4.2781 -4.6472
C -2.8620 5.3977 -3.6882
O -1.2857 3.6327 -4.2317
H -1.5742 5.5244 -6.1506
H -2.1048 3.9480 -6.7453
H -3.2954 5.2216 -6.4246
H -3.2515 3.4969 -4.5989
H -2.0882 6.1708 -3.6912
H -2.9579 5.0162 -2.6710
H -3.8054 5.8630 -3.9816
H -0.5700 4.2765 -4.2651
C -0.4408 -2.5018 2.1019
C 0.4788 -3.6870 2.3493
C 0.1171 -4.4256 3.6287
O 1.8419 -3.2715 2.3785
H -0.3508 -1.7842 2.9225
H -0.1702 -1.9922 1.1770
H -1.4843 -2.8109 2.0290
H 0.4134 -4.3761 1.5028
H 0.2213 -3.7556 4.4865
H 0.7828 -5.2760 3.7824
H -0.9115 -4.7883 3.5992
H 1.9523 -2.6601 3.1212
C 4.9527 -0.9302 5.0179
C 3.6007 -0.4827 4.4840
C 3.2588 0.9236 4.9470
O 2.5633 -1.3948 4.8721
H 4.9396 -0.9365 6.1117
H 5.1948 -1.9341 4.6762
H 5.7422 -0.2515 4.6936
H 3.6031 -0.5140 3.3923
H 3.2078 0.9601 6.0391
H 2.2897 1.2322 4.5531
H 4.0147 1.6393 4.6243
H 2.5372 -1.4034 5.8351
C -5.9463 1.8592 1.2227
C -5.7128 3.1082 0.3879
C -6.7606 3.2770 -0.6990
O -4.4083 3.0963 -0.1870
H -5.8966 0.9688 0.5881
H -5.1821 1.7639 1.9937
H -6.9269 1.8807 1.7009
H -5.7200 3.9855 1.0394
H -6.7356 2.4251 -1.3862
H -6.5742 4.1758 -1.2856
H -7.7671 3.3438 -0.2809
H -4.3462 2.3230 -0.7612
C 3.7487 3.0848 -4.7897
C 2.4094 2.6265 -4.2328
C 2.5463 2.0634 -2.8288
O 1.8006 1.6816 -5.1037
H 4.4354 2.2366 -4.8556
H 3.6247 3.4967 -5.7912
H 4.2050 3.8444 -4.1526
H 1.7190 3.4738 -4.2089
H 3.2009 1.1887 -2.8426
H 1.5729 1.7530 -2.4483
H 2.9670 2.8019 -2.1443
H 2.3610 0.8954 -5.1378
C -7.0312 8.4872 -3.1303
C -7.3235 7.2291 -2.3288
C -6.7823 7.3225 -0.9109
O -6.8065 6.0765 -2.9935
H -5.9508 8.6406 -3.2091
H -7.4349 8.4005 -4.1388
H -7.4644 9.3682 -2.6548
H -8.4025 7.0648 -2.2945
H -5.6950 7.4415 -0.9286
H -7.0120 6.4159 -0.3512
H -7.2089 8.1760 -0.3821
H -5.8486 6.1728 -3.0472
C 3.5148 4.7565 4.8616
C 3.3146 4.3983 6.3261
C 2.7609 5.5755 7.1130
O 4.5300 3.9228 6.9020
H 4.2357 5.5744 4.7707
H 3.9018 3.9050 4.3035
H 2.5788 5.0764 4.4018
H 2.6242 3.5558 6.4035
H 3.4599 6.4161 7.0760
H 2.6168 5.3032 8.1584
H 1.8064 5.9092 6.7042
H 5.1780 4.6342 6.8561

Electronic energy: -2607.219352 hartree
Multiplicity: 1



3.
Entry from the Open Molecules 2025 dataset: a 6-piece molecular cluster, C36H87O21P3 overall at a distorted geometry (wB97M-V/def2-TZVPD).

CARTESIAN COORDINATES (ANGSTROEM)
C 3.8193 -14.8738 -24.0218
C 3.0819 -13.8334 -23.1939
O 3.8426 -13.2081 -22.1607
P 4.6031 -13.9803 -21.0236
O 5.4559 -15.0929 -21.4379
O 5.3486 -12.7936 -20.2874
C 6.1347 -11.8862 -21.0809
C 7.2033 -11.2984 -20.1988
O 3.4634 -14.3308 -20.0051
C 3.7592 -15.0282 -18.7591
C 3.1335 -16.3931 -18.7606
H 3.9189 -15.8057 -23.4683
H 3.1888 -15.1248 -24.8798
H 4.7998 -14.5456 -24.3578
H 2.7021 -13.0277 -23.8184
H 2.2054 -14.3270 -22.7576
H 6.5474 -12.3841 -21.9625
H 5.4650 -11.1170 -21.4766
H 6.7525 -10.8052 -19.3325
H 7.8404 -12.0804 -19.7834
H 7.8130 -10.5535 -20.7079
H 4.8480 -15.0288 -18.7082
H 3.3237 -14.4305 -17.9648
H 3.0765 -16.8285 -19.7551
H 3.6347 -17.0778 -18.0720
H 2.1259 -16.3518 -18.3370
C -0.6914 -15.2624 -19.4801
C -0.9228 -15.4102 -18.0026
O 0.2198 -14.8787 -17.2929
P 0.0847 -13.4897 -16.5717
O -0.4847 -12.4220 -17.3918
O 1.5278 -13.2455 -16.0098
C 2.3936 -12.3149 -16.6604
C 3.7903 -12.2839 -16.1220
O -0.7567 -13.8614 -15.2881
C -0.8788 -12.9256 -14.2113
C -2.2796 -12.3809 -14.1680
H 0.2261 -15.7863 -19.7620
H -1.5273 -15.6372 -20.0679
H -0.5068 -14.2144 -19.7205
H -1.8069 -14.8505 -17.6951
H -1.0227 -16.4577 -17.7267
H 2.4451 -12.5393 -17.7333
H 1.9596 -11.3134 -16.6127
H 4.2899 -11.3996 -16.5181
H 3.7932 -12.1156 -15.0384
H 4.3879 -13.1749 -16.3043
H -0.5795 -13.4445 -13.2991
H -0.1493 -12.1087 -14.2684
H -2.9591 -13.1534 -13.7968
H -2.4038 -11.5217 -13.5102
H -2.6046 -12.1081 -15.1709
C 2.6736 -3.9588 -12.5028
C 3.5804 -2.9357 -13.1468
O 4.4506 -3.5030 -14.1450
P 5.7778 -4.2586 -13.7479
O 5.7729 -4.8093 -12.3865
O 5.9836 -5.2562 -14.9393
C 5.2122 -6.4604 -14.9523
C 4.3070 -6.5092 -16.1948
O 6.9835 -3.2719 -14.0377
C 7.4116 -2.4443 -12.9665
C 8.3176 -1.3408 -13.4616
H 3.2074 -4.5660 -11.7766
H 1.9023 -3.4069 -11.9569
H 2.1617 -4.5587 -13.2541
H 3.0242 -2.1888 -13.7137
H 4.1377 -2.3884 -12.3835
H 5.9087 -7.2996 -14.9964
H 4.6525 -6.6117 -14.0275
H 4.0181 -5.4798 -16.4193
H 4.9015 -6.8778 -17.0258
H 3.3841 -7.0442 -15.9877
H 6.5676 -2.0542 -12.3821
H 7.9447 -2.9846 -12.1736
H 8.6416 -0.7281 -12.6186
H 9.2234 -1.7788 -13.8820
H 7.8269 -0.6808 -14.1757
C -2.0249 -19.0993 -27.9234
O -0.8987 -18.2611 -27.8220
C -0.9252 -17.1265 -28.6617
C -0.5742 -15.8816 -27.8448
O -1.1533 -14.7055 -28.3621
C -0.5067 -14.2139 -29.5311
C -1.0760 -12.8486 -29.8117
O -0.6756 -11.9565 -28.8184
C -1.3731 -10.7368 -28.8446
H -1.9777 -19.8111 -27.1019
H -2.0200 -19.6586 -28.8680
H -2.9682 -18.5459 -27.8608
H -1.8688 -16.9339 -29.1798
H -0.1306 -17.2859 -29.4019
H 0.5166 -15.7725 -27.7691
H -0.9408 -15.9986 -26.8230
H -0.6935 -14.8598 -30.3933
H 0.5541 -14.1010 -29.2743
H -2.1761 -12.9634 -29.8096
H -0.8510 -12.4983 -30.8298
H -0.8853 -10.0633 -28.1434
H -2.4336 -10.8573 -28.5982
H -1.2952 -10.2709 -29.8374
C 3.4369 -9.6006 -19.0633
O 2.2248 -9.5995 -19.7729
C 2.1211 -10.7207 -20.6224
C 0.7354 -10.7688 -21.2106
O 0.7135 -11.7005 -22.2653
C -0.4809 -12.4476 -22.3597
C -0.6228 -13.0584 -23.7299
O -1.3666 -12.2295 -24.5755
C -1.6400 -12.8408 -25.8309
H 4.2698 -9.3541 -19.7448
H 3.6619 -10.5930 -18.6540
H 3.3973 -8.8229 -18.3049
H 2.3704 -11.6385 -20.0619
H 2.9284 -10.6604 -21.3709
H 0.5144 -9.7618 -21.5932
H 0.0223 -10.9629 -20.4024
H -1.3714 -11.8391 -22.1573
H -0.4679 -13.2371 -21.5981
H -1.1078 -14.0400 -23.5762
H 0.3639 -13.2835 -24.1594
H -2.2621 -13.7285 -25.6462
H -0.7265 -13.1338 -26.3439
H -2.2473 -12.1386 -26.3937
C -8.9558 -7.4768 -26.9585
O -7.6820 -8.0524 -26.9543
C -7.3938 -8.7494 -25.7830
C -5.9806 -9.2738 -25.8345
O -5.7370 -9.8829 -24.5766
C -4.7544 -10.8864 -24.5925
C -4.0867 -10.9863 -23.2196
O -3.6564 -9.7685 -22.6713
C -2.5878 -9.1786 -23.3784
H -9.1559 -6.8772 -26.0577
H -9.7360 -8.2503 -26.9927
H -9.0443 -6.7996 -27.8040
H -8.1178 -9.5758 -25.6480
H -7.5208 -8.2025 -24.8341
H -5.2959 -8.4294 -25.9793
H -5.8399 -10.0266 -26.6156
H -4.0071 -10.7290 -25.3801
H -5.2376 -11.8596 -24.7658
H -3.3066 -11.7440 -23.3239
H -4.8636 -11.3343 -22.5332
H -1.9440 -9.9241 -23.8587
H -1.9984 -8.5831 -22.6850
H -2.9602 -8.5483 -24.1987

Electronic energy: -4028.102371 hartree
Multiplicity: 1
ΔE to the lowest compared entry with this formula, charge and spin: 0.00 kJ/mol



no.,LUMO energy (eV)
1,0.35
2,0.51
3,0.59